# C2H8N2O2

One molecule with the formula C2H8N2O2 at a distorted geometry (wB97M-V/def2-TZVPD, the OMol25 dataset).

Summary:
DFT total energy = -9274.5742 eV
gap between HOMO and LUMO = 10.4 eV
molar mass = 92.1 u
highest occupied orbital energy = -9.403 eV
total charge = 0
energy above the lowest of the compared OMol25 structures with the same formula, charge and spin = 123.1 kcal/mol
SMILES = CNN(O)OC

Last column: Löwdin charge in e.
Positions of all 14 atoms, in Å:
C1 1.79753 0.67563 -0.51045  -0.09
N1 1.34295 -0.62161 -0.04833  -0.11
N2 0.21966 -0.54114 0.69401  -0.15
O1 0.03205 -1.79891 1.27369  0.00
O2 -0.93310 -0.44403 -0.39283  -0.17
C2 -1.99403 0.42535 -0.14809  -0.17
H1 1.91337 1.32353 0.35694  0.08
H2 1.09648 1.13333 -1.21665  0.08
H3 2.76781 0.54226 -0.98347  0.08
H4 1.22035 -1.28649 -0.82116  0.13
H5 -0.43973 -1.63273 2.10049  0.10
H6 -1.72411 1.28417 0.47982  0.08
H7 -2.92763 0.05628 0.29000  0.07
H8 -2.37161 0.88436 -1.07399  0.08